A cluster of 2 separate species, C11H11N in total at a distorted geometry. Source: the Open Molecules 2025 dataset; level of theory: ωB97M-V with the def2-TZVPD basis set.

As for the LUMO energy: 0.715 eV. Its total energy is -13070.4630 eV. As for the SMILES: c1ccccc1.c1ccncc1. The HOMO energy is -9.4 eV. The spin multiplicity is 1. As for the HOMO-LUMO gap: 10.08 eV. The energy relative to the best compared isomer or geometry (same formula, charge and spin) comes out at 522.5 kJ/mol.

Last column: Löwdin charge in e.
Element x y z (Å)
1 C 2.837 -1.393 -0.228  -0.134
2 C 2.056 -1.981 0.677  -0.181
3 C 1.395 -1.427 1.849  -0.097
4 C 1.707 -0.094 2.150  -0.061
5 C 2.597 0.572 1.214  -0.124
6 C 2.942 0.116 0.011  -0.105
7 H 3.259 -1.811 -1.275  0.145
8 H 2.428 -3.242 0.591  0.171
9 H 0.682 -2.009 2.465  0.104
10 H 1.259 0.302 3.026  0.086
11 H 2.844 1.580 1.310  0.077
12 H 3.609 0.529 -0.783  0.105
13 C -0.980 0.329 -0.751  -0.080
14 C -1.814 0.277 0.300  -0.159
15 C -3.083 0.569 0.075  -0.209
16 N -3.570 1.196 -1.024  0.061
17 C -2.788 1.173 -2.176  -0.152
18 C -1.495 0.803 -2.027  -0.112
19 H 0.136 -0.148 -1.079  0.163
20 H -1.673 -0.356 1.361  0.168
21 H -3.584 0.651 1.025  0.097
22 H -3.376 1.397 -3.072  0.106
23 H -0.837 1.066 -2.961  0.130



A cluster of 2 separate species, C11H11N in total at a distorted geometry. Source: the Open Molecules 2025 dataset; level of theory: ωB97M-V with the def2-TZVPD basis set.

As for the LUMO energy: 0.934 eV. Its total energy is -13072.9708 eV. As for the SMILES: c1ccccc1.c1ccncc1. The HOMO energy is -9.1 eV. The spin multiplicity is 1. As for the HOMO-LUMO gap: 10.02 eV. The energy relative to the best compared isomer or geometry (same formula, charge and spin) comes out at 280.6 kJ/mol.

Last column: Löwdin charge in e.
Element x y z (Å)
1 C -2.571 -0.478 -0.732  -0.148
2 C -2.377 0.889 -0.586  -0.098
3 C -1.829 1.388 0.626  -0.046
4 C -1.266 0.404 1.526  -0.060
5 C -1.215 -0.913 1.097  -0.110
6 C -1.926 -1.391 -0.003  -0.118
7 H -3.301 -0.900 -1.546  0.140
8 H -2.953 1.538 -1.213  0.088
9 H -1.694 2.437 0.735  0.082
10 H -0.579 0.517 2.348  0.096
11 H -0.747 -1.625 1.650  0.070
12 H -2.274 -2.370 -0.198  0.097
13 C 1.952 0.987 -1.020  -0.093
14 C 2.682 1.174 0.194  0.012
15 C 2.758 -0.085 1.005  -0.147
16 N 2.375 -1.219 0.511  0.017
17 C 1.616 -1.389 -0.594  -0.132
18 C 1.342 -0.213 -1.352  -0.085
19 H 1.914 1.733 -1.694  0.056
20 H 2.943 2.104 0.476  0.045
21 H 3.374 -0.127 1.905  0.095
22 H 1.294 -2.350 -0.991  0.102
23 H 0.480 -0.111 -2.147  0.138



An isolated molecule of C11H11N3O at a distorted geometry. Source: the Open Molecules 2025 dataset; level of theory: ωB97M-V with the def2-TZVPD basis set.

As for the LUMO energy: 0.871 eV. Its total energy is -18102.4390 eV. As for the SMILES: Cc1cccnc1Oc1ncccc1N. The HOMO energy is -8.0 eV. The spin multiplicity is 1. As for the HOMO-LUMO gap: 8.91 eV. The energy relative to the best compared isomer or geometry (same formula, charge and spin) comes out at 1.9 kJ/mol.

Last column: Löwdin charge in e.
Element x y z (Å)
1 C -3.180 -0.290 -0.154  -0.043
2 C -2.053 0.247 -0.997  -0.213
3 C -2.291 0.693 -2.316  -0.006
4 C -1.209 1.134 -3.130  -0.059
5 C 0.026 1.162 -2.518  -0.123
6 N 0.301 0.718 -1.266  0.157
7 C -0.783 0.365 -0.518  -0.303
8 O -0.529 0.131 0.785  0.036
9 C 0.829 0.223 1.121  -0.243
10 N 1.421 1.378 1.462  0.158
11 C 2.630 1.213 1.998  -0.168
12 C 3.327 0.042 2.005  -0.100
13 C 2.708 -1.157 1.793  -0.025
14 C 1.387 -1.127 1.324  -0.192
15 N 0.553 -2.193 1.020  0.134
16 H -3.232 0.208 0.841  0.089
17 H -2.993 -1.412 0.042  0.109
18 H -4.148 -0.117 -0.615  0.069
19 H -3.296 0.854 -2.750  0.120
20 H -1.451 1.402 -4.110  0.077
21 H 0.870 1.557 -2.989  0.087
22 H 3.181 2.075 2.237  0.087
23 H 4.330 0.057 2.372  0.099
24 H 3.269 -2.064 1.951  0.109
25 H -0.405 -2.039 0.958  0.060
26 H 0.736 -3.061 1.452  0.085



An isolated molecule of C11H11NO at a distorted geometry. Source: the Open Molecules 2025 dataset; level of theory: ωB97M-V with the def2-TZVPD basis set.

As for the LUMO energy: 0.637 eV. Its total energy is -15121.4044 eV. As for the SMILES: O=C1CCc2cccc3c2N1CC3. The HOMO energy is -8.3 eV. The spin multiplicity is 1. As for the HOMO-LUMO gap: 8.95 eV. The energy relative to the best compared isomer or geometry (same formula, charge and spin) comes out at 150.9 kJ/mol.

Last column: Löwdin charge in e.
Element x y z (Å)
1 O 3.190 0.417 -0.344  -0.030
2 C 2.043 -0.056 0.108  -0.382
3 C 1.926 -1.502 0.544  -0.067
4 C 0.697 -2.149 -0.234  -0.091
5 C -0.578 -1.245 -0.281  -0.154
6 C -1.851 -1.719 0.062  -0.031
7 C -2.806 -0.745 0.086  -0.094
8 C -2.670 0.677 -0.157  0.039
9 C -1.292 1.058 -0.045  -0.152
10 C -0.357 0.028 -0.072  -0.188
11 N 0.905 0.634 0.039  0.026
12 C 0.793 2.146 -0.103  -0.080
13 C -0.629 2.363 0.302  -0.141
14 H 2.813 -1.930 0.188  0.091
15 H 1.566 -1.604 1.641  0.159
16 H 0.380 -2.975 0.385  0.092
17 H 0.995 -2.462 -1.313  0.146
18 H -2.151 -2.741 0.109  0.110
19 H -3.784 -1.099 -0.028  0.078
20 H -3.568 1.204 -0.218  0.082
21 H 0.811 2.310 -1.216  0.149
22 H 1.466 2.723 0.598  0.150
23 H -1.164 3.176 -0.327  0.150
24 H -0.872 2.487 1.393  0.139



An isolated molecule of C11H11NO2 at a distorted geometry. Source: the Open Molecules 2025 dataset; level of theory: ωB97M-V with the def2-TZVPD basis set.

As for the expectation value of S²: 2.0205. As for the LUMO energy (spin up / spin down): 0.637 / -1.571 eV. Its total energy is -17164.1579 eV. The HOMO energy (spin up / spin down) is -5.7 / -9.7 eV. The spin multiplicity is 3. As for the HOMO-LUMO gap (spin up / spin down): 6.38 / 8.10 eV. The energy relative to the best compared isomer or geometry (same formula, charge and spin) comes out at 118.9 kJ/mol.

Last column: Löwdin charge in e.
Element x y z (Å)
1 C -2.346 -1.695 -1.140  -0.219
2 C -1.286 0.971 2.411  -0.055
3 C 0.000 1.518 2.200  -0.114
4 C -1.810 0.103 1.451  0.003
5 C 0.854 1.287 1.186  -0.001
6 C -1.019 -0.127 0.307  -0.248
7 C 0.304 0.381 0.183  -0.117
8 C -1.527 -0.583 -0.930  -0.032
9 C 0.881 -0.237 -0.969  -0.397
10 C 0.808 -2.527 0.021  -0.007
11 C 1.556 1.833 -2.097  -0.047
12 N -3.057 -2.619 -1.169  0.148
13 O 1.204 -1.538 -0.943  -0.020
14 O 1.598 0.397 -1.917  -0.055
15 H -1.733 1.292 3.346  0.101
16 H 0.284 2.358 2.836  0.109
17 H -2.653 -0.611 1.418  0.129
18 H 1.881 1.538 1.272  0.110
19 H -1.089 -0.080 -1.777  0.127
20 H 0.099 -2.060 0.810  0.129
21 H 1.650 -2.888 0.517  0.069
22 H 0.417 -3.302 -0.577  0.083
23 H 1.577 2.049 -3.252  0.125
24 H 2.565 2.301 -1.822  0.098
25 H 0.844 2.239 -1.364  0.082



An isolated molecule of C11H11NO6 at a distorted geometry. Source: the Open Molecules 2025 dataset; level of theory: ωB97M-V with the def2-TZVPD basis set.

As for the LUMO energy: -0.474 eV. Its total energy is -25357.8776 eV. As for the SMILES: COC(=O)C(C(=O)OC)c1ccccc1[N+](=O)[O-]. The HOMO energy is -9.9 eV. The spin multiplicity is 1. As for the HOMO-LUMO gap: 9.40 eV.

Last column: Löwdin charge in e.
Element x y z (Å)
1 C 4.007 1.189 -0.522  -0.023
2 O 2.843 0.418 -0.243  -0.025
3 C 1.757 0.707 -0.959  -0.474
4 O 1.693 1.589 -1.767  0.149
5 C 0.595 -0.228 -0.612  -0.053
6 C 1.088 -1.329 0.328  -0.467
7 O 1.636 -2.328 -0.042  0.149
8 O 0.832 -1.036 1.603  -0.023
9 C 1.281 -1.985 2.563  -0.027
10 C -0.547 0.550 -0.016  -0.086
11 C -0.272 1.622 0.829  -0.004
12 C -1.282 2.343 1.440  -0.046
13 C -2.608 1.994 1.238  -0.058
14 C -2.907 0.919 0.428  0.007
15 C -1.890 0.205 -0.200  -0.082
16 N -2.320 -0.903 -1.024  -0.342
17 O -3.343 -1.460 -0.692  0.094
18 O -1.660 -1.203 -1.995  0.095
19 H 4.343 1.004 -1.543  0.103
20 H 4.761 0.867 0.191  0.096
21 H 3.794 2.253 -0.407  0.099
22 H 0.294 -0.703 -1.553  0.153
23 H 2.367 -2.081 2.517  0.101
24 H 0.833 -2.961 2.368  0.101
25 H 0.969 -1.606 3.532  0.095
26 H 0.756 1.891 1.012  0.128
27 H -1.032 3.176 2.079  0.110
28 H -3.400 2.552 1.712  0.108
29 H -3.929 0.614 0.260  0.121



A structure of composition C11H12AlF5N2SSeSi at a distorted geometry. Source: the Open Molecules 2025 dataset; level of theory: ωB97M-V with the def2-TZVPD basis set.

As for the LUMO energy: -0.412 eV. Its total energy is -118830.3381 eV. The HOMO energy is -8.7 eV. The spin multiplicity is 1. As for the HOMO-LUMO gap: 8.30 eV.

Last column: Löwdin charge in e.
Element x y z (Å)
1 Al 1.104 1.518 -1.585  0.178
2 C -1.699 -3.096 2.563  -0.187
3 Si -1.288 -2.449 0.839  0.539
4 C -2.869 -2.032 -0.094  -0.175
5 C -0.167 -3.667 -0.058  -0.177
6 C -0.325 -0.828 1.125  -0.216
7 C -0.088 -0.338 2.400  -0.049
8 C 0.616 0.849 2.615  -0.040
9 C 1.050 1.559 1.528  -0.067
10 N 0.817 1.129 0.281  0.002
11 C 0.167 -0.046 0.064  -0.629
12 S 0.009 -0.447 -1.627  0.829
13 H -2.252 -4.034 2.483  0.033
14 H -2.323 -2.399 3.126  0.034
15 H -0.800 -3.299 3.149  0.035
16 H -3.479 -2.927 -0.233  0.033
17 H -2.650 -1.622 -1.079  0.007
18 H -3.471 -1.301 0.450  0.037
19 H -0.666 -4.631 -0.177  0.033
20 H 0.758 -3.837 0.495  0.037
21 H 0.096 -3.305 -1.050  0.003
22 H -0.461 -0.890 3.254  0.098
23 H 0.813 1.211 3.613  0.111
24 H 1.590 2.492 1.619  0.134
25 Se 5.558 1.628 -2.923  0.693
26 C 3.959 1.546 -2.363  -0.906
27 N 2.845 1.481 -1.969  0.057
28 F -0.760 3.539 -1.071  0.036
29 C -0.046 3.124 -2.182  -0.404
30 F -0.931 3.097 -3.205  0.076
31 C 0.958 4.249 -2.454  -0.598
32 F 0.446 5.461 -2.653  0.175
33 F 1.773 4.320 -1.365  0.118
34 F 1.717 3.942 -3.517  0.150



A cluster of 2 separate species, C11H12BN5O5 in total at a distorted geometry. Source: the Open Molecules 2025 dataset; level of theory: ωB97M-V with the def2-TZVPD basis set.

As for the LUMO energy: -2.516 eV. Its total energy is -29954.7747 eV. The HOMO energy is -6.2 eV. The spin multiplicity is 1. As for the HOMO-LUMO gap: 3.70 eV.

Last column: Löwdin charge in e.
Element x y z (Å)
1 C 4.366 1.543 2.417  -0.013
2 O 3.221 2.036 3.123  -0.050
3 C 1.920 1.859 2.828  -0.208
4 C 1.025 2.439 3.744  0.056
5 C -0.325 2.363 3.565  0.005
6 N -0.846 1.719 2.471  -0.034
7 B -2.294 1.733 2.251  0.114
8 H -1.497 -0.483 -2.168  0.105
9 C 0.002 1.091 1.594  0.022
10 C 1.370 1.168 1.719  0.075
11 H 5.187 1.860 3.060  0.102
12 H 4.358 0.453 2.344  0.106
13 H 4.460 2.030 1.443  0.106
14 H 1.437 2.951 4.593  0.136
15 H -1.030 2.805 4.257  0.148
16 H -2.908 0.860 2.755  0.066
17 H -2.700 2.596 1.551  0.067
18 H -0.472 0.540 0.774  0.159
19 H 1.972 0.693 0.956  0.138
20 O -4.076 -0.557 -2.846  -0.021
21 N -3.757 -1.763 -2.724  -0.391
22 C -2.415 -2.189 -2.938  -0.180
23 C -1.425 -1.050 -3.083  -0.080
24 C -0.088 -1.650 -3.253  -0.124
25 N 1.072 -0.952 -3.400  -0.201
26 O 1.421 0.109 -3.870  0.012
27 O 2.097 -1.814 -2.788  -0.062
28 N 1.526 -2.984 -2.295  0.092
29 C 0.185 -2.870 -2.598  -0.367
30 N -0.732 -3.758 -2.242  0.061
31 C -2.025 -3.480 -2.536  -0.063
32 O -4.582 -2.648 -2.401  -0.036
33 H -1.668 -0.376 -3.942  0.136
34 H -2.778 -4.275 -2.361  0.122



Q: What is the total energy in the third record?
A: -18102.4390 eV



Q: Which value of spin multiplicity does entry 8 give?
A: 1



Q: What is the spin multiplicity in the fifth record?
A: 3